Molecular formula: C34H62Cl2F3NO9
Method: DFT, ωB97M-V with the def2-TZVPD basis set

Structure (XYZ):
```
111
Properties=species:S:1:pos:R:3
C -4.15 -1.79 1.37
C -5.54 -1.16 1.46
C -6.08 -0.69 0.09
C -6.05 0.82 -0.06
C -6.66 1.35 -1.37
C -5.64 1.69 -2.46
C -5.01 0.44 -3.12
C -3.62 0.11 -2.60
C -2.51 1.07 -2.96
C -1.68 1.57 -1.97
C -0.60 2.40 -2.24
C -0.28 2.78 -3.52
C -1.09 2.28 -4.53
O -0.77 2.58 -5.83
C -2.18 1.44 -4.27
C -2.92 0.94 -5.44
Cl -4.02 2.10 -6.14
C -2.77 -0.25 -6.00
C -3.50 -0.78 -7.20
Cl -1.60 -1.33 -5.30
C 0.11 2.69 -0.96
O 0.95 3.52 -0.73
N -0.45 1.81 0.01
C 0.40 0.88 0.74
C 1.34 0.04 -0.11
C 0.68 -1.03 -0.97
F -0.58 -1.29 -0.60
F 0.66 -0.70 -2.28
F 1.36 -2.20 -0.89
C -1.70 1.37 -0.49
O -2.60 1.02 0.24
H -3.57 -1.31 0.57
H -4.23 -2.85 1.11
H -3.60 -1.73 2.31
H -6.22 -1.90 1.88
H -5.51 -0.32 2.16
H -7.12 -1.03 -0.02
H -5.49 -1.19 -0.68
H -6.58 1.25 0.79
H -5.02 1.17 0.01
H -7.35 0.59 -1.77
H -7.27 2.23 -1.17
H -6.19 2.22 -3.24
H -4.87 2.35 -2.05
H -5.04 0.55 -4.21
H -5.65 -0.42 -2.90
H -3.30 -0.90 -2.88
H -3.68 0.12 -1.51
H 0.58 3.40 -3.73
H -1.30 3.34 -6.11
H -4.48 -0.30 -7.25
H -3.67 -1.85 -7.07
H -2.94 -0.61 -8.12
H -0.22 0.24 1.37
H 1.03 1.45 1.42
H 1.97 0.66 -0.75
H 2.01 -0.47 0.58
C 2.04 -5.71 -0.07
C 3.02 -5.78 1.09
O 4.16 -4.95 0.87
H 2.53 -6.01 -1.00
H 1.18 -6.36 0.10
H 1.68 -4.69 -0.21
H 3.40 -6.79 1.22
H 2.52 -5.48 2.02
H 3.85 -4.05 0.76
C 4.24 3.93 2.76
C 3.29 2.95 3.40
O 3.31 1.69 2.72
H 3.98 4.08 1.71
H 4.22 4.90 3.27
H 5.26 3.55 2.80
H 2.26 3.31 3.35
H 3.54 2.79 4.46
H 4.21 1.35 2.77
C 6.42 1.00 0.34
C 7.62 1.66 1.00
O 7.49 1.66 2.42
H 5.50 1.52 0.62
H 6.51 1.01 -0.75
H 6.33 -0.04 0.66
H 7.70 2.70 0.70
H 8.54 1.15 0.72
H 7.44 0.75 2.71
C -2.64 0.38 5.04
C -1.64 1.46 4.66
O -1.06 1.23 3.38
H -2.16 -0.59 5.04
H -3.06 0.57 6.03
H -3.46 0.35 4.32
H -0.82 1.49 5.37
H -2.13 2.45 4.67
H -1.77 1.21 2.73
C 2.44 4.86 7.35
C 2.65 5.71 6.12
O 4.03 5.87 5.80
H 2.96 5.29 8.21
H 1.38 4.77 7.59
H 2.84 3.85 7.20
H 2.27 6.72 6.28
H 2.12 5.28 5.26
H 4.40 4.99 5.65
C 4.44 -7.29 -3.76
C 3.44 -8.26 -3.16
O 3.35 -9.48 -3.90
H 4.16 -7.06 -4.79
H 4.47 -6.36 -3.19
H 5.44 -7.73 -3.77
H 2.44 -7.83 -3.17
H 3.70 -8.49 -2.12
H 4.22 -9.89 -3.90
```

The HOMO energy is -9.397 eV. The strongest force on any atom is 0.9 eV/A. For the molecular weight, the calculation gives 756.768 g mol⁻¹. Its spin multiplicity is 1. The structure (SMILES) is CCCCCCCCc1c2c(cc(O)c1/C(Cl)=C(/C)Cl)C(=O)N(CCC(F)(F)F)C2=O.CCO.CCO.CCO.CCO.CCO.CCO.

***

Molecular formula: C34H63Cl4N5O20
Method: DFT, ωB97M-V with the def2-TZVPD basis set

Structure (XYZ):
```
126
Properties=species:S:1:pos:R:3
O 5.39 -4.89 1.39
C 4.33 -4.99 0.85
O 3.77 -4.01 0.11
C 2.46 -4.41 -0.26
C 2.47 -5.93 -0.05
O 3.55 -6.07 0.88
H 1.63 -3.95 0.28
H 2.34 -4.13 -1.31
H 2.61 -6.41 -1.02
H 1.57 -6.33 0.40
O 0.20 0.36 -3.75
C 1.22 0.95 -3.88
O 2.12 1.18 -2.88
C 3.24 1.88 -3.39
C 2.95 2.08 -4.88
O 1.73 1.37 -5.05
H 3.43 2.83 -2.90
H 4.12 1.25 -3.26
H 3.72 1.66 -5.52
H 2.87 3.13 -5.16
O -2.71 3.11 -0.61
C -3.07 3.92 0.19
O -3.38 3.64 1.47
C -3.87 4.83 2.09
C -3.20 5.92 1.23
O -3.00 5.26 0.00
H -4.96 4.87 2.01
H -3.58 4.90 3.13
H -2.34 6.34 1.74
H -3.93 6.72 1.08
O 5.67 0.46 4.94
C 4.90 -0.18 4.31
O 5.21 -0.89 3.20
C 4.14 -1.75 2.84
C 2.99 -1.15 3.64
O 3.59 -0.28 4.57
H 3.97 -1.66 1.76
H 4.27 -2.81 3.04
H 2.43 -1.90 4.21
H 2.17 -0.71 3.07
O -6.20 -0.35 -2.37
C -5.07 -0.14 -2.68
O -4.09 -0.01 -1.78
C -2.83 0.16 -2.40
C -3.23 0.49 -3.85
O -4.58 0.00 -3.94
H -2.42 1.11 -2.06
H -2.16 -0.69 -2.29
H -2.70 -0.08 -4.62
H -3.07 1.52 -4.16
C 4.54 -1.30 -1.66
N 4.19 -0.15 -0.86
C 4.98 0.79 -0.31
C 4.32 1.81 0.60
O 6.19 0.84 -0.51
H 5.07 -0.97 -2.56
H 3.68 -1.85 -2.01
H 5.13 -1.97 -1.04
H 3.21 0.01 -0.63
H 4.97 2.26 1.35
H 3.51 1.30 1.12
H 3.96 2.66 0.01
C -0.68 -3.64 2.27
N -0.10 -4.91 2.66
C 1.19 -5.08 2.99
C 1.64 -6.45 3.50
O 2.01 -4.18 2.88
H -1.59 -3.39 2.82
H -0.92 -3.60 1.21
H 0.01 -2.84 2.52
H -0.76 -5.64 2.86
H 2.33 -6.17 4.29
H 2.06 -7.07 2.72
H 0.82 -7.01 3.96
C -2.24 2.28 4.92
N -1.33 3.30 4.46
C -0.12 3.02 3.91
C 0.49 4.17 3.11
O 0.35 1.90 3.93
H -3.25 2.34 4.51
H -2.40 2.43 5.99
H -1.85 1.28 4.77
H -1.61 4.27 4.39
H 1.57 4.26 3.08
H 0.15 5.14 3.49
H 0.08 4.07 2.11
C -5.59 -2.33 0.20
N -4.95 -1.39 1.08
C -3.64 -1.31 1.31
C -3.14 0.00 1.93
O -2.87 -2.19 0.92
H -6.68 -2.22 0.18
H -5.38 -3.38 0.38
H -5.31 -2.13 -0.84
H -5.60 -0.73 1.46
H -3.52 0.06 2.95
H -3.61 0.87 1.47
H -2.06 0.02 1.80
C -0.31 3.99 -2.86
N -0.48 4.41 -4.24
C 0.50 5.04 -4.93
C 0.27 5.20 -6.43
O 1.54 5.39 -4.41
H -0.86 3.06 -2.69
H -0.86 4.57 -2.12
H 0.74 4.01 -2.61
H -1.34 4.18 -4.69
H 0.94 4.50 -6.93
H 0.56 6.24 -6.62
H -0.76 5.10 -6.76
Cl -2.61 -5.31 -3.50
C -3.18 -4.05 -2.34
C -2.03 -3.61 -1.44
Cl -0.82 -2.75 -2.46
H -3.96 -4.46 -1.69
H -3.63 -3.22 -2.86
H -1.50 -4.42 -0.93
H -2.43 -2.87 -0.75
Cl 0.91 1.91 0.23
C -0.52 0.86 0.07
C -0.21 -0.46 0.75
Cl 1.26 -1.28 0.17
H -0.67 0.68 -0.99
H -1.31 1.43 0.54
H -1.06 -1.13 0.61
H -0.07 -0.36 1.82
```

The HOMO energy is -8.808 eV. The strongest force on any atom is 2.6 eV/A. For the molecular weight, the calculation gives 1003.705 g mol⁻¹. Its spin multiplicity is 1. The structure (SMILES) is O=C1OCCO1.O=C1OCCO1.O=C1OCCO1.O=C1OCCO1.O=C1OCCO1.CNC(C)=O.CNC(C)=O.CNC(C)=O.CNC(C)=O.CNC(C)=O.ClCCCl.ClCCCl.

***

Molecular formula: C34H64N5O6
Method: DFT, ωB97M-V with the def2-TZVPD basis set

Structure (XYZ):
```
109
Properties=species:S:1:pos:R:3
C 6.37 0.65 0.97
C 5.49 0.96 -0.25
O 5.19 2.06 -0.45
O 5.11 -0.06 -1.07
C 4.07 -0.87 -0.51
C 2.68 -0.40 -1.04
C 2.17 -1.37 -2.12
C 1.29 -0.71 -3.20
C 0.13 0.16 -2.69
C -1.16 -0.65 -2.27
C -1.38 -0.45 -0.82
N -2.18 0.34 -0.21
C -2.05 0.29 1.29
C -2.09 1.83 1.66
O -2.49 2.01 3.00
N -2.25 3.36 3.40
O -3.27 3.88 3.59
N -3.10 -0.39 1.96
C -2.85 -1.27 2.86
C -2.19 -1.02 4.19
C -3.29 -2.70 2.63
C -0.61 -0.21 1.37
C -0.59 -1.25 0.20
H 7.43 0.67 0.68
H 6.12 1.35 1.76
H 6.10 -0.36 1.32
H 4.13 -0.75 0.58
H 4.23 -1.93 -0.70
H 2.86 0.61 -1.41
H 2.04 -0.32 -0.16
H 1.65 -2.24 -1.70
H 3.05 -1.79 -2.62
H 0.88 -1.51 -3.83
H 1.95 -0.06 -3.79
H 0.44 0.78 -1.83
H -0.17 0.87 -3.46
H -1.06 -1.70 -2.54
H -2.02 -0.23 -2.81
H -2.81 0.94 -0.74
H -1.09 2.25 1.48
H -2.83 2.33 1.02
H -2.76 -1.42 5.03
H -1.22 -1.54 4.18
H -1.98 0.04 4.39
H -4.34 -2.74 2.97
H -3.29 -2.97 1.57
H -2.74 -3.39 3.27
H 0.08 0.57 0.99
H -0.16 -0.46 2.33
H -1.20 -2.10 0.57
H 0.36 -1.68 -0.08
C 6.05 -0.98 -5.92
C 6.62 -1.62 -4.63
C 7.55 -0.65 -3.89
C 8.95 -0.53 -4.48
C 9.57 -1.92 -4.66
C 8.69 -2.85 -5.49
N 7.28 -2.91 -4.97
O 7.28 -3.65 -3.90
C 8.73 -2.38 -6.96
C 9.32 -4.25 -5.54
C 5.38 -1.80 -3.75
H 6.67 -1.09 -6.80
H 5.09 -1.42 -6.18
H 5.89 0.10 -5.78
H 7.66 -0.99 -2.85
H 7.09 0.33 -3.83
H 8.91 0.01 -5.43
H 9.58 0.06 -3.82
H 10.55 -1.82 -5.14
H 9.76 -2.35 -3.68
H 7.99 -2.92 -7.57
H 9.71 -2.57 -7.40
H 8.57 -1.31 -7.08
H 9.48 -4.67 -4.54
H 10.30 -4.20 -6.02
H 8.70 -4.94 -6.11
H 4.69 -2.53 -4.19
H 4.85 -0.85 -3.66
H 5.63 -2.13 -2.75
C -6.90 3.85 5.09
C -7.07 2.44 4.49
C -7.34 2.50 2.98
C -8.77 2.87 2.60
C -9.76 1.97 3.33
C -9.56 1.98 4.84
N -8.15 1.70 5.23
O -7.93 0.43 5.09
C -10.04 3.35 5.38
C -10.52 0.98 5.49
C -5.69 1.80 4.67
H -7.82 4.34 5.40
H -6.27 3.81 5.99
H -6.41 4.52 4.38
H -7.13 1.52 2.54
H -6.64 3.20 2.51
H -8.96 3.93 2.82
H -8.90 2.76 1.52
H -10.78 2.29 3.09
H -9.66 0.95 2.94
H -9.78 3.47 6.44
H -11.13 3.43 5.31
H -9.66 4.20 4.83
H -10.39 -0.03 5.10
H -11.55 1.26 5.29
H -10.39 0.96 6.57
H -5.45 1.67 5.73
H -4.93 2.45 4.24
H -5.61 0.84 4.18
```

The total charge is +1. The HOMO energy (alpha / beta) is -10.044 / -10.848 eV. As for the expectation value of S²: 2.01. The strongest force on any atom is 4.9 eV/A. For the molecular weight, the calculation gives 638.915 g mol⁻¹. Its spin multiplicity is 3.

***

Molecular formula: C34H66BBr22Cl2O5S
Method: DFT, ωB97M-V with the def2-TZVPD basis set

Structure (XYZ):
```
131
Properties=species:S:1:pos:R:3
C 0.54 0.11 -2.79
C -0.65 -0.73 -2.37
Cl -2.19 -0.06 -2.83
C -0.56 -1.88 -1.69
Cl 1.00 -2.50 -1.27
C -1.78 -2.64 -1.24
O -1.97 -2.09 0.06
B -2.85 -3.04 0.79
O -2.79 -2.74 2.20
C -3.62 -1.67 2.57
C -2.80 -0.36 2.61
C -2.56 0.00 4.10
C -3.45 0.86 1.89
C -4.12 0.51 0.56
C -4.40 1.68 2.78
O -2.20 -4.34 0.36
C -1.62 -4.18 -0.86
S -2.75 -5.14 -1.99
C -2.36 -4.74 -3.70
O -4.14 -4.77 -1.78
O -2.56 -6.57 -1.82
H 1.25 0.16 -1.97
H 0.16 1.12 -2.95
H 1.01 -0.27 -3.69
H -2.72 -2.41 -1.74
H -3.98 -3.04 0.31
H -3.94 -1.88 3.60
H -4.54 -1.60 1.97
H -1.81 -0.55 2.18
H -2.07 0.97 4.19
H -1.85 -0.78 4.48
H -3.49 -0.06 4.65
H -2.62 1.55 1.66
H -3.67 -0.33 0.05
H -5.16 0.23 0.78
H -4.19 1.38 -0.10
H -4.94 2.36 2.11
H -3.81 2.34 3.42
H -5.09 1.06 3.36
H -0.64 -4.63 -1.01
H -2.11 -5.65 -4.25
H -1.51 -4.05 -3.80
H -3.24 -4.31 -4.15
Br 4.00 -3.02 1.63
C 2.74 -4.36 2.24
C 3.13 -5.74 1.79
Br 2.74 -6.02 -0.10
H 1.76 -4.06 1.88
H 2.75 -4.30 3.33
H 2.55 -6.49 2.32
H 4.19 -5.94 1.92
Br -1.06 1.33 -6.17
C 0.56 2.39 -5.98
C 1.62 1.98 -6.96
Br 2.49 0.32 -6.42
H 0.87 2.30 -4.95
H 0.25 3.42 -6.19
H 2.42 2.72 -7.00
H 1.24 1.81 -7.96
Br 4.03 3.41 -2.85
C 5.32 2.10 -2.21
C 4.79 0.70 -2.34
Br 3.49 0.30 -0.96
H 5.57 2.37 -1.19
H 6.20 2.24 -2.84
H 5.59 -0.02 -2.20
H 4.31 0.52 -3.29
Br 0.85 -1.73 5.57
C -0.36 -3.13 6.18
C 0.04 -4.49 5.68
Br -0.39 -4.73 3.80
H -1.36 -2.84 5.85
H -0.32 -3.09 7.27
H -0.51 -5.26 6.21
H 1.11 -4.68 5.78
Br 8.35 3.62 -1.36
C 8.27 5.56 -1.22
C 7.51 6.17 -2.35
Br 8.56 6.20 -3.99
H 9.30 5.91 -1.16
H 7.77 5.76 -0.27
H 7.28 7.21 -2.14
H 6.59 5.65 -2.58
Br 6.75 8.90 0.14
C 5.24 9.80 -0.70
C 4.12 8.85 -1.02
Br 4.50 7.78 -2.61
H 5.62 10.32 -1.57
H 4.91 10.53 0.04
H 3.22 9.40 -1.27
H 3.91 8.15 -0.22
Br 2.51 4.11 -10.26
C 0.62 4.50 -10.52
C 0.19 5.70 -9.71
Br 0.00 5.26 -7.83
H 0.07 3.60 -10.26
H 0.51 4.70 -11.58
H -0.79 6.04 -10.03
H 0.90 6.52 -9.77
Br -0.83 2.62 8.82
C -2.49 1.61 8.65
C -2.22 0.16 8.35
Br -1.69 -0.11 6.48
H -3.07 2.09 7.87
H -2.99 1.72 9.60
H -3.12 -0.43 8.48
H -1.43 -0.25 8.98
Br -1.17 -8.91 3.47
C -3.07 -8.51 3.42
C -3.42 -7.40 4.37
Br -3.46 -8.03 6.22
H -3.59 -9.44 3.62
H -3.27 -8.19 2.39
H -4.43 -7.04 4.18
H -2.72 -6.57 4.34
Br 2.08 4.52 9.14
C 3.08 4.59 7.48
C 2.48 5.57 6.51
Br 0.87 4.87 5.68
H 3.11 3.57 7.09
H 4.08 4.89 7.76
H 3.17 5.76 5.69
H 2.21 6.51 6.98
Br -4.00 -4.02 -6.81
C -5.91 -4.17 -6.47
C -6.26 -5.49 -5.82
Br -6.24 -6.94 -7.12
H -6.42 -4.02 -7.42
H -6.15 -3.35 -5.80
H -7.28 -5.46 -5.44
H -5.58 -5.76 -5.02
```

The total charge is -1. The HOMO energy is -5.344 eV. The strongest force on any atom is 3.5 eV/A. For the molecular weight, the calculation gives 2426.570 g mol⁻¹. Its spin multiplicity is 1.

***

Q: Which value of strongest force on any atom does entry 3 give?
A: 4.9 eV/A

***

Q: Among the records above, which one has the highest molecular weight?
A: C34H66BBr22Cl2O5S

***

Q: Which of these has the highest molecular weight?
A: C34H66BBr22Cl2O5S